Computed, not measured: a structure of composition C6H18O6Tl at a distorted geometry, with ωB97M-V/def2-TZVPD.

Atoms and positions in Å:
Tl1 -0.787 -1.858 -0.014
C1 -0.786 2.026 -1.283
C2 -0.759 1.165 -2.571
O1 -1.448 -0.051 -2.324
O2 -0.119 1.294 -0.272
H1 -1.839 2.176 -1.038
H2 -0.267 2.963 -1.486
H3 0.284 0.953 -2.805
H4 -1.201 1.699 -3.413
H5 -2.240 -0.140 -2.887
H6 0.423 1.927 0.235
C3 3.043 -1.801 -0.237
C4 2.558 -0.996 -1.417
O3 1.320 -1.461 -1.862
O4 1.978 -1.887 0.687
H7 3.916 -1.355 0.268
H8 3.439 -2.791 -0.543
H9 3.348 -0.997 -2.175
H10 2.469 0.055 -1.068
H11 1.322 -1.308 -2.824
H12 2.290 -2.281 1.525
C5 -1.280 -0.063 3.226
C6 -2.307 0.677 2.323
O5 -2.710 -0.107 1.242
O6 -0.136 -0.365 2.444
H13 -1.809 -0.972 3.548
H14 -0.961 0.610 4.016
H15 -1.884 1.645 2.019
H16 -3.130 0.980 2.992
H17 -3.381 0.388 0.734
H18 0.652 -0.122 2.959

The energy above the lowest of the compared OMol25 structures with the same formula, charge and spin is 221.2 kJ/mol. The charge is +3. The calculation puts the HOMO energy at -20.9638 eV. Its largest force on an atom is 1.59 eV Å⁻¹.

---

Computed, not measured: a cluster of 2 separate species, C3H6O2 in total, with ωB97M-V/def2-TZVPD.

Atoms and positions in Å:
C1 -1.263 -0.617 -1.945
C2 -2.026 0.687 -2.012
O1 -2.070 1.440 -1.079
H1 -1.079 -1.027 -2.938
H2 -0.343 -0.397 -1.405
H3 -1.802 -1.381 -1.387
H4 -2.534 0.949 -2.959
C3 2.797 0.072 3.450
O2 1.774 0.205 2.842
H5 3.734 -0.054 2.887
H6 2.811 0.124 4.546

The energy above the lowest of the compared OMol25 structures with the same formula, charge and spin is 189.6 kJ/mol. The charge is 0. The SMILES is CC=O.C=O. The calculation puts the HOMO energy at -9.7929 eV. Its largest force on an atom is 0.54 eV Å⁻¹.

---

Computed, not measured: a cluster of 3 separate species, C16H44N2O8P3 in total at a distorted geometry, with ωB97M-V/def2-TZVPD.

Atoms and positions in Å:
C1 6.791 3.216 -4.168
P1 6.987 2.720 -5.913
C2 6.897 4.140 -7.056
N1 5.682 1.491 -6.366
C3 4.322 1.563 -5.712
C4 3.661 2.953 -5.760
N2 3.379 3.401 -4.384
H1 6.103 2.593 -3.597
H2 6.484 4.263 -4.115
H3 7.788 3.143 -3.739
H4 7.904 4.330 -7.418
H5 6.459 5.028 -6.598
H6 6.294 3.857 -7.923
H7 5.597 1.532 -7.383
H8 6.077 0.575 -6.155
H9 4.381 1.235 -4.678
H10 3.690 0.842 -6.233
H11 2.690 2.811 -6.230
H12 4.237 3.682 -6.337
H13 4.024 4.132 -4.104
H14 2.466 3.841 -4.407
O1 0.639 -0.304 -0.059
P2 -0.663 0.092 -0.606
O2 -1.256 -1.010 -1.586
C5 -1.541 -2.332 -1.086
C6 -2.791 -2.362 -0.232
O3 -0.316 1.247 -1.709
C7 0.963 1.864 -1.747
C8 1.802 1.275 -2.861
O4 -1.992 0.751 -0.074
C9 -2.092 2.159 0.237
C10 -2.908 2.848 -0.829
H15 -0.680 -2.706 -0.528
H16 -1.667 -2.964 -1.963
H17 -2.649 -1.803 0.694
H18 -3.049 -3.388 0.029
H19 -3.628 -1.908 -0.763
H20 1.476 1.775 -0.789
H21 0.793 2.931 -1.927
H22 1.884 0.192 -2.741
H23 2.796 1.708 -2.869
H24 1.330 1.458 -3.830
H25 -1.105 2.609 0.349
H26 -2.596 2.234 1.200
H27 -2.456 2.720 -1.811
H28 -2.988 3.915 -0.614
H29 -3.909 2.421 -0.876
O5 -2.968 -2.845 3.496
P3 -3.195 -2.606 4.925
O6 -1.877 -2.052 5.639
C11 -1.300 -0.812 5.213
C12 -2.097 0.387 5.689
O7 -3.220 -4.072 5.615
C13 -3.355 -5.266 4.843
C14 -2.016 -5.951 4.682
O8 -4.308 -1.952 5.832
C15 -5.550 -2.630 6.134
C16 -5.525 -3.101 7.567
H30 -1.201 -0.806 4.124
H31 -0.297 -0.785 5.636
H32 -3.077 0.424 5.208
H33 -1.567 1.312 5.459
H34 -2.265 0.331 6.764
H35 -3.809 -5.058 3.874
H36 -4.042 -5.916 5.392
H37 -1.290 -5.276 4.227
H38 -2.109 -6.841 4.059
H39 -1.622 -6.245 5.655
H40 -5.728 -3.452 5.441
H41 -6.349 -1.904 5.992
H42 -4.686 -3.773 7.744
H43 -6.451 -3.623 7.811
H44 -5.408 -2.254 8.243

The charge is +1. The calculation puts the HOMO energy at -11.5165 eV. Its largest force on an atom is 4.72 eV Å⁻¹.

---

Computed, not measured: an isolated molecule of C5H9Cl at a distorted geometry, with ωB97M-V/def2-TZVPD.

Atoms and positions in Å:
C1 0.535 0.483 -1.706
C2 -0.075 0.471 -0.550
C3 -0.208 1.731 0.311
C4 -0.604 -0.826 0.017
C5 0.328 -1.438 1.094
Cl1 -0.337 -3.151 1.408
H1 0.675 -0.445 -2.302
H2 1.091 1.366 -2.156
H3 0.547 1.870 1.133
H4 -1.190 1.895 0.721
H5 -0.164 2.610 -0.340
H6 -0.724 -1.436 -0.866
H7 -1.653 -0.646 0.392
H8 0.356 -1.034 2.074
H9 1.425 -1.451 0.771

The energy above the lowest of the compared OMol25 structures with the same formula, charge and spin is 81.5 kJ/mol. The charge is 0. The SMILES is C=C(C)CCCl. The calculation puts the HOMO energy at -9.8502 eV. Its largest force on an atom is 2.95 eV Å⁻¹.

---

| no. | gap between HOMO and LUMO (eV) |
| --- | --- |
| 1 | 3.47 |
| 2 | 10.78 |
| 3 | 8.48 |
| 4 | 10.80 |